{"formula": "C24H59FIO3PSSi", "method": "wB97M-V/def2-TZVPD", "lumo_ev": -0.6, "largest_force_ha_per_bohr": 0.0072, "energy_ha": -2602.17047, "smiles": "O=S(=O)(F)[SiH2]P(O)I.CCCCCC.CCCCCC.CCCCCC.CCCCCC", "species": ["O", "S", "O", "F", "Si", "P", "O", "I", "H", "H", "H", "C", "C", "C", "C", "C", "C", "H", "H", "H", "H", "H", "H", "H", "H", "H", "H", "H", "H", "H", "H", "C", "C", "C", "C", "C", "C", "H", "H", "H", "H", "H", "H", "H", "H", "H", "H", "H", "H", "H", "H", "C", "C", "C", "C", "C", "C", "H", "H", "H", "H", "H", "H", "H", "H", "H", "H", "H", "H", "H", "H", "C", "C", "C", "C", "C", "C", "H", "H", "H", "H", "H", "H", "H", "H", "H", "H", "H", "H", "H", "H"], "positions_angstrom": [[-0.396298, -0.170971, 1.735882], [-0.644493, -0.970926, 0.577995], [-1.977325, -1.276185, 0.152538], [0.047360, -2.379913, 0.868624], [0.557907, -0.273661, -1.154430], [0.064803, 1.848746, -1.800242], [-1.588411, 1.852936, -1.864218], [0.406719, 2.999067, 0.312024], [0.190118, -1.204601, -2.239638], [1.973566, -0.402691, -0.778393], [-1.978886, 1.051856, -2.230774], [-0.767029, -7.347191, 2.926404], [-2.194765, -6.882619, 3.189940], [-3.116787, -7.025507, 1.979626], [-2.682653, -6.229096, 0.747181], [-2.502494, -4.730470, 0.984817], [-3.773936, -4.028097, 1.446316], [-0.288132, -6.752273, 2.146933], [-0.152806, -7.265733, 3.824024], [-0.750315, -8.390860, 2.603388], [-2.182810, -5.841605, 3.525313], [-2.615304, -7.459408, 4.017861], [-4.128538, -6.728753, 2.268598], [-3.180235, -8.083550, 1.705142], [-3.428798, -6.376222, -0.040504], [-1.748463, -6.642161, 0.356314], [-2.155185, -4.268268, 0.057213], [-1.706543, -4.562805, 1.716399], [-4.579113, -4.168128, 0.720686], [-3.609918, -2.956586, 1.558389], [-4.122694, -4.415454, 2.405414], [-8.225332, 2.943098, -2.505287], [-7.348204, 3.965351, -3.218852], [-6.154428, 3.345194, -3.943770], [-5.182948, 2.583565, -3.039534], [-4.603481, 3.400431, -1.886328], [-3.793311, 4.611001, -2.337348], [-7.675888, 2.416746, -1.723173], [-9.085951, 3.420495, -2.035429], [-8.600511, 2.194519, -3.207087], [-6.998151, 4.711206, -2.499497], [-7.951117, 4.512529, -3.948159], [-5.615270, 4.132382, -4.477660], [-6.524496, 2.658966, -4.712396], [-4.357678, 2.213520, -3.659022], [-5.678357, 1.696680, -2.634732], [-3.959706, 2.753304, -1.286990], [-5.405450, 3.727273, -1.218096], [-2.966709, 4.307681, -2.984112], [-3.367749, 5.129503, -1.476992], [-4.402690, 5.331177, -2.886217], [2.999116, -0.250113, 2.218625], [4.191499, 0.255029, 3.021491], [4.232564, -0.288611, 4.449003], [3.004144, 0.054443, 5.294952], [2.693625, 1.547250, 5.395854], [3.819417, 2.363527, 6.020391], [2.051953, 0.055447, 2.662572], [3.022487, 0.147390, 1.202375], [3.000527, -1.341810, 2.155536], [4.173917, 1.349104, 3.043062], [5.120363, -0.019389, 2.513809], [5.135336, 0.079807, 4.943772], [4.333175, -1.378087, 4.411481], [3.154675, -0.346143, 6.302559], [2.127926, -0.461607, 4.893849], [1.783603, 1.673173, 5.987843], [2.460739, 1.944637, 4.403288], [4.060015, 1.993858, 7.019934], [3.542483, 3.414573, 6.111575], [4.731443, 2.315688, 5.422847], [5.464862, 2.897894, -5.278888], [6.239109, 2.286881, -4.116640], [5.710983, 0.920372, -3.682161], [4.255961, 0.919939, -3.209315], [3.956778, 1.885219, -2.064482], [4.742691, 1.592770, -0.792081], [4.421637, 3.082045, -5.016439], [5.897806, 3.851107, -5.583806], [5.475705, 2.233524, -6.146073], [6.227278, 2.976470, -3.267510], [7.289319, 2.178608, -4.398767], [6.352797, 0.526331, -2.889741], [5.802973, 0.221394, -4.519386], [3.996518, -0.097184, -2.893164], [3.596906, 1.152389, -4.050835], [2.886882, 1.832500, -1.839297], [4.136384, 2.915627, -2.382702], [4.559730, 0.571801, -0.446100], [4.458158, 2.272363, 0.012692], [5.817402, 1.698291, -0.948267]], "atomic_forces_ev_per_a": [[-0.1, -0.3, -0.2], [-0.2, 0.1, 0.2], [0.3, 0.1, 0.0], [0.0, 0.1, -0.1], [0.2, 0.0, -0.1], [-0.2, 0.2, -0.2], [0.2, 0.0, 0.0], [0.1, -0.1, 0.1], [-0.1, 0.0, 0.0], [0.0, 0.0, 0.0], [-0.1, -0.1, 0.0], [0.0, 0.0, 0.0], [0.0, 0.0, 0.0], [0.0, 0.0, 0.0], [0.0, 0.0, 0.0], [0.0, 0.0, 0.0], [0.0, 0.0, 0.0], [0.0, 0.0, 0.0], [0.0, 0.0, 0.0], [0.0, 0.0, 0.0], [0.0, 0.0, 0.0], [0.0, 0.0, 0.0], [0.0, 0.0, 0.0], [0.0, 0.0, 0.0], [0.0, 0.0, 0.0], [0.0, 0.0, 0.0], [0.0, 0.0, 0.0], [0.0, 0.0, 0.0], [0.0, 0.0, 0.0], [0.0, 0.0, 0.0], [0.0, 0.0, 0.0], [0.0, 0.0, 0.0], [0.0, 0.0, 0.0], [0.0, 0.0, 0.0], [0.0, 0.0, 0.0], [0.0, 0.0, 0.0], [0.0, 0.0, 0.0], [0.0, 0.0, 0.0], [0.0, 0.0, 0.0], [0.0, 0.0, 0.0], [0.0, 0.0, 0.0], [0.0, 0.0, 0.0], [0.0, 0.0, 0.0], [0.0, 0.0, 0.0], [0.0, 0.0, 0.0], [0.0, 0.0, 0.0], [0.0, 0.0, 0.0], [0.0, 0.0, 0.0], [0.0, 0.0, 0.0], [0.0, 0.0, 0.0], [0.0, 0.0, 0.0], [0.0, 0.0, 0.0], [0.0, 0.0, 0.0], [0.0, 0.0, 0.0], [0.0, 0.0, 0.0], [0.0, 0.0, 0.0], [0.0, 0.0, 0.0], [0.0, 0.0, 0.0], [0.0, 0.0, 0.0], [0.0, 0.0, 0.0], [0.0, 0.0, 0.0], [0.0, 0.0, 0.0], [0.0, 0.0, 0.0], [0.0, 0.0, 0.0], [0.0, 0.0, 0.0], [0.0, 0.0, 0.0], [0.0, 0.0, 0.0], [0.0, 0.0, 0.0], [0.0, 0.0, 0.0], [0.0, 0.0, 0.0], [0.0, 0.0, 0.0], [0.0, 0.0, 0.0], [0.0, 0.0, 0.0], [0.0, 0.0, 0.0], [0.0, 0.0, 0.0], [0.0, 0.0, 0.1], [0.0, 0.0, 0.0], [0.0, 0.0, 0.0], [0.0, 0.0, 0.0], [0.0, 0.0, 0.0], [0.0, 0.0, 0.0], [0.0, 0.0, 0.0], [0.0, 0.0, 0.0], [0.0, 0.0, 0.0], [0.0, 0.0, 0.0], [0.0, 0.0, 0.0], [0.0, 0.0, 0.0], [0.0, 0.0, 0.0], [0.0, 0.0, 0.0], [0.0, 0.0, 0.0], [0.0, 0.0, 0.0]], "lowdin_charge": [-0.354, 0.414, -0.327, -0.224, 0.425, 0.276, -0.503, 0.446, -0.053, -0.059, 0.044, -0.113, -0.272, -0.231, -0.228, -0.277, -0.104, 0.063, 0.068, 0.074, 0.098, 0.103, 0.100, 0.108, 0.109, 0.101, 0.097, 0.094, 0.078, 0.056, 0.066, -0.113, -0.272, -0.229, -0.231, -0.272, -0.108, 0.065, 0.069, 0.075, 0.098, 0.104, 0.101, 0.109, 0.104, 0.102, 0.087, 0.101, 0.069, 0.071, 0.065, -0.114, -0.264, -0.226, -0.226, -0.269, -0.112, 0.054, 0.021, 0.086, 0.098, 0.104, 0.101, 0.109, 0.109, 0.102, 0.105, 0.096, 0.075, 0.068, 0.064, -0.111, -0.270, -0.226, -0.229, -0.276, -0.104, 0.064, 0.070, 0.075, 0.098, 0.105, 0.102, 0.110, 0.104, 0.102, 0.024, 0.106, 0.063, 0.072, 0.070]}